Entry from the Open Molecules 2025 dataset: one molecule with the formula C5H6N2O (ωB97M-V with the def2-TZVPD basis set).

```
! RIJCOSX wB97M-V def2-TZVPD def2/J DEFGRID3
* xyz 0 1
C 0.26540 -0.07540 2.38004
C 0.37458 -0.12440 1.07959
C 0.76787 0.00830 -0.17111
O 2.04195 0.06049 -0.65905
C -0.30935 -0.26058 -1.20907
N -0.89784 0.91189 -1.80785
C -1.31271 -1.01419 -0.37964
N -2.26557 -1.56360 -0.03865
H -0.08398 -0.90385 2.97729
H 0.51307 0.80072 2.96366
H 2.67154 0.08357 0.07097
H 0.09715 -0.90131 -2.00130
H -1.64252 1.32578 -1.25695
H -0.21958 1.65257 -1.94792
*
```

The calculation puts the LUMO energy at 0.4 eV. The value obtained for the energy relative to the best compared isomer or geometry (same formula, charge and spin) is 67.3 kcal per mole. The HOMO energy comes out at -0.324 Eh. As for the SMILES: C=C=C(O)[C@H](N)C#N. The calculation puts the total energy at -10306.685 eV. Its frontier orbital gap is 9.26 eV.